Record 1
Formula: C22H27NO6
Source: the OMol25 dataset
Level of theory: ωB97M-V with the def2-TZVPD basis set

Geometry (Å):
1 C -0.1263 -2.9786 0.6392
2 C -0.2778 -1.7435 -0.1913
3 C 0.7361 -1.2718 -0.9675
4 C 0.6317 0.0105 -1.6485
5 O 1.5490 0.5359 -2.2482
6 O -0.5490 0.6744 -1.5867
7 C -1.6102 0.1755 -0.9090
8 C -2.7844 0.9109 -0.9429
9 C -3.9144 0.4637 -0.2690
10 C -3.8654 -0.7546 0.4319
11 C -2.6863 -1.4654 0.4649
12 C -1.5272 -1.0263 -0.1853
13 H -2.6721 -2.4027 0.9987
14 C -5.1000 -1.2732 1.1158
15 C -6.3354 -0.5876 0.5422
16 H -6.5100 -0.9524 -0.4729
17 H -7.2163 -0.8140 1.1428
18 C -6.1350 0.9307 0.4759
19 C -5.8989 1.5369 1.8633
20 H -4.9457 1.2088 2.2702
21 H -6.6960 1.2464 2.5423
22 H -5.8772 2.6212 1.7887
23 C -7.3363 1.5994 -0.1920
24 H -7.5144 1.1611 -1.1705
25 H -8.2237 1.4740 0.4213
26 H -7.1390 2.6597 -0.3222
27 O -5.0133 1.2381 -0.3607
28 H -5.0325 -1.0923 2.1924
29 H -5.1721 -2.3539 0.9755
30 H -2.8234 1.8338 -1.4970
31 C 2.0585 -1.9638 -1.1386
32 H 1.9451 -3.0453 -1.0970
33 H 2.4832 -1.6728 -2.0997
34 C 2.9941 -1.5143 -0.0154
35 O 3.1926 -2.1785 0.9822
36 N 3.5419 -0.3083 -0.2390
37 H 3.2640 0.2241 -1.0550
38 C 4.3954 0.3274 0.7377
39 H 4.0895 -0.0196 1.7333
40 C 4.2626 1.8352 0.6891
41 O 4.6154 2.5798 1.5647
42 O 3.7319 2.2714 -0.4547
43 H 3.6695 3.2391 -0.4641
44 C 5.8790 -0.0892 0.5375
45 C 6.4614 0.5374 -0.7264
46 H 7.4380 0.1083 -0.9384
47 H 6.5832 1.6113 -0.5999
48 H 5.8144 0.3580 -1.5817
49 C 6.7099 0.2651 1.7653
50 H 7.7498 -0.0075 1.6022
51 H 6.3458 -0.2701 2.6386
52 H 6.6567 1.3315 1.9690
53 H 5.8656 -1.1780 0.4211
54 H -0.6389 -2.8577 1.5899
55 H 0.9200 -3.1785 0.8464
56 H -0.5581 -3.8370 0.1241

SMILES ... Cc1c(CC(=O)N[C@H](C(=O)O)C(C)C)c(=O)oc2cc3c(cc12)CCC(C)(C)O3
Spin multiplicity ... 1
HOMO level ... -8.249 eV
F_max ... 0.9 eV/A
Total charge ... 0

Here are the natural (NBO) charges for atoms 1 to 8, given in e: atom 1 (C): -0.671, atom 2 (C): 0.126, atom 3 (C): -0.156, atom 4 (C): 0.760, atom 5 (O): -0.613, atom 6 (O): -0.463, atom 7 (C): 0.410, atom 8 (C): -0.309

Record 2
Formula: C22H28
Source: the OMol25 dataset
Level of theory: ωB97M-V with the def2-TZVPD basis set

Geometry (Å):
1 C 1.2808 0.4641 -1.3134
2 C 4.2900 1.7467 2.5024
3 C 5.0530 1.9040 1.3453
4 C 0.4207 0.4282 -0.2234
5 C 2.5733 0.9220 -1.2208
6 C 2.9558 1.4043 2.4163
7 C 4.5172 1.5950 0.1155
8 C 0.9669 0.7922 1.0382
9 C 3.1649 1.1778 0.0146
10 C 2.3612 1.1240 1.1661
11 C 5.4345 1.7421 -1.0848
12 C -3.6076 0.0441 -2.2179
13 C -3.1600 -2.3217 -2.6439
14 C -0.9468 -1.9681 1.3824
15 C 0.0956 0.8080 2.2930
16 C -3.5194 -1.6405 -0.3128
17 C -1.4114 -0.9673 -1.5476
18 C -1.3556 0.4511 2.0406
19 C -3.0571 -0.8169 0.8816
20 C -1.0233 -0.0065 -0.3808
21 C -2.9172 -1.1897 -1.6475
22 C -1.5556 -0.5759 0.9386
23 H 0.8845 0.2210 -2.2749
24 H 4.7559 1.9478 3.4608
25 H 6.0923 2.1862 1.4499
26 H 3.1045 0.9694 -2.1835
27 H 2.3751 1.3484 3.3428
28 H 4.9429 2.3206 -1.8611
29 H 6.3634 2.2702 -0.8160
30 H 5.7043 0.7990 -1.5266
31 H -3.6319 0.8731 -1.4868
32 H -3.0812 0.3558 -3.1001
33 H -4.6844 -0.1473 -2.4955
34 H -2.8603 -1.9773 -3.6305
35 H -2.5757 -3.1934 -2.3591
36 H -4.2476 -2.5861 -2.6572
37 H 0.1433 -1.9247 1.3416
38 H -1.2639 -2.7849 0.7435
39 H -1.2597 -2.2150 2.3832
40 H 0.5137 0.0889 3.0035
41 H 0.1299 1.7854 2.7635
42 H -4.6087 -1.6000 -0.3900
43 H -3.2804 -2.7007 -0.1445
44 H -1.0458 -0.5638 -2.4649
45 H -0.9255 -1.9494 -1.3803
46 H -1.8423 1.3706 1.7108
47 H -1.7895 0.1300 3.0046
48 H -3.5587 0.1618 0.7719
49 H -3.3633 -1.2438 1.8295
50 H -1.5511 0.9408 -0.5764

SMILES ... Cc1cccc2c3c(ccc12)[C@H]1CC(C)(C)CC[C@]1(C)CC3
Spin multiplicity ... 1
HOMO level ... -7.729 eV
F_max ... 2.2 eV/A
Total charge ... 0

Here are the natural (NBO) charges for atoms 1 to 8, given in e: atom 1 (C): -0.221, atom 2 (C): -0.187, atom 3 (C): -0.231, atom 4 (C): 0.070, atom 5 (C): -0.192, atom 6 (C): -0.232, atom 7 (C): 0.038, atom 8 (C): -0.016

Record 3
Formula: C22H28AgN7O2S
Source: the OMol25 dataset
Level of theory: ωB97M-V with the def2-TZVPD basis set

Geometry (Å):
1 Ag -0.0097 0.2143 1.4417
2 O 4.4910 1.0060 -0.4587
3 C 3.3099 0.6690 -0.2431
4 O 2.8606 -0.3606 0.2952
5 C 2.2507 1.6823 -0.7574
6 C 2.6639 2.7195 -1.5946
7 C 1.7314 3.6112 -2.0859
8 C 0.4008 3.4524 -1.7274
9 C 0.0678 2.4034 -0.8865
10 N 0.9676 1.5374 -0.4113
11 H 3.7189 2.7792 -1.8211
12 H 2.0327 4.4218 -2.7415
13 H -0.3712 4.1208 -2.0869
14 H -0.9584 2.2256 -0.5884
15 S -4.9971 0.2220 -1.1363
16 C -3.4414 0.3209 -0.5789
17 N -2.3453 0.3902 -0.1807
18 C -1.3283 -2.6414 0.4098
19 N -0.0478 -1.9437 0.2731
20 C 0.2069 -1.6924 -1.1513
21 N 0.2410 -2.9521 -1.9165
22 C -1.0416 -3.6310 -1.7260
23 N -1.3264 -3.9230 -0.3170
24 C -0.2280 -4.7375 0.2029
25 N 1.0760 -4.0889 0.0758
26 C 1.0221 -2.8035 0.7957
27 C 1.2953 -3.7911 -1.3436
28 H -2.1207 -2.0006 0.0255
29 H -1.5086 -2.8317 1.4706
30 H 1.1675 -1.1845 -1.2331
31 H -0.5885 -1.0495 -1.5319
32 H -1.0293 -4.5741 -2.2830
33 H -1.8393 -2.9968 -2.1179
34 H -0.2060 -5.6872 -0.3429
35 H -0.4160 -4.9442 1.2600
36 H 1.9674 -2.2736 0.6923
37 H 0.8260 -2.9941 1.8538
38 H 1.3364 -4.7352 -1.8979
39 H 2.2500 -3.2719 -1.4455
40 C -4.6270 1.8687 2.8165
41 N -3.3186 2.0381 3.4272
42 C -2.5107 2.9343 2.6110
43 C -2.6699 0.7263 3.5558
44 C -1.3357 0.7857 4.2647
45 C -1.3455 1.0575 5.6338
46 C -0.1645 1.1289 6.3563
47 C 1.0379 0.9260 5.6888
48 C 1.0381 0.6657 4.3229
49 C -0.1384 0.5884 3.5537
50 H -5.1216 2.8398 2.7283
51 H -5.2470 1.2262 3.4477
52 H -4.5777 1.4189 1.8131
53 H -2.9949 3.9141 2.5695
54 H -2.3838 2.5561 1.5849
55 H -1.5208 3.0470 3.0518
56 H -2.5222 0.2651 2.5674
57 H -3.3632 0.0924 4.1211
58 H -2.2985 1.2226 6.1307
59 H -0.1797 1.3382 7.4213
60 H 1.9774 0.9761 6.2326
61 H 1.9959 0.5230 3.8313

Spin multiplicity ... 1
HOMO level ... -2.023 eV
F_max ... 0.1 eV/A
Total charge ... -2

Here are the natural (NBO) charges for atoms 1 to 8, given in e: atom 1 (Ag): 0.750, atom 2 (O): -0.761, atom 3 (C): 0.736, atom 4 (O): -0.767, atom 5 (C): 0.120, atom 6 (C): -0.244, atom 7 (C): -0.194, atom 8 (C): -0.282

How do the records compare in E? In the order shown, they have -1360.82225, -855.14529, -1934.11549 a.u..
How do the records compare in energy relative to the best compared isomer or geometry (same formula, charge and spin)? In the order shown, they have 0.00, 0.00, 6.06 kcal/mol.